Entry 1:
This record from the OMol25 dataset describes a structure of composition C22H49CeNO3P2. The level of theory is ωB97M-V with the def2-TZVPD basis set.

```
78
Properties=species:S:1:pos:R:3:mulliken_charge:R:1
Ce 0.019 -0.430 -0.235 -0.668
C 0.998 -0.315 -2.118 0.409
O 1.511 -0.406 -3.181 -0.085
C 0.779 1.745 0.047 0.653
O 1.087 2.840 0.293 -0.101
P -2.111 0.643 -1.466 -0.417
C -3.308 1.331 -0.263 0.750
H -4.095 1.689 -0.936 1.106
C -1.775 1.849 -2.776 1.135
H -0.970 2.478 -2.354 0.487
C -2.923 -0.834 -2.221 0.294
H -3.120 -1.508 -1.368 0.530
C 2.542 -2.958 0.195 0.515
P 2.375 -1.222 0.810 0.128
H 3.361 -1.438 2.880 1.096
H 1.642 -3.473 0.577 0.539
C 3.875 -0.319 0.324 0.659
H 4.590 -1.148 0.444 0.643
C -1.275 1.247 -4.098 -1.761
H -2.120 1.025 -4.763 0.364
H -0.641 0.365 -3.996 0.338
H -0.658 2.004 -4.594 0.493
C -3.026 2.694 -2.992 -1.549
H -2.990 3.098 -4.008 0.445
H -3.067 3.531 -2.290 0.400
H -3.947 2.103 -2.906 0.388
C -4.251 -0.442 -2.867 -1.616
H -4.908 0.126 -2.200 0.421
H -4.775 -1.366 -3.133 0.472
H -4.093 0.116 -3.798 0.362
C -2.017 -1.581 -3.216 -1.320
H -2.310 -2.638 -3.231 0.407
H -0.945 -1.546 -2.969 0.333
H -2.144 -1.185 -4.232 0.406
C -3.877 0.271 0.694 -1.448
H -4.769 -0.201 0.260 0.311
H -4.174 0.756 1.634 0.456
H -3.153 -0.525 0.933 0.422
C -2.719 2.525 0.488 -1.700
H -1.993 2.185 1.230 0.244
H -3.527 3.025 1.039 0.561
H -2.224 3.257 -0.163 0.397
C 3.788 -3.624 0.782 -1.677
H 4.048 -3.273 1.786 0.448
H 4.651 -3.487 0.118 0.473
H 3.596 -4.702 0.844 0.428
C 2.528 -3.062 -1.338 -1.324
H 3.366 -2.513 -1.788 0.279
C 1.757 -0.086 3.284 -1.577
H 1.593 -2.713 -1.795 0.232
H 2.643 -4.120 -1.610 0.532
C 1.512 -2.590 3.100 -1.565
H 0.696 -0.209 3.515 0.610
H 2.258 0.121 4.238 0.376
H 1.868 0.809 2.665 0.027
C 2.295 -1.354 2.636 0.404
H 1.175 -2.430 4.133 0.449
H 2.151 -3.478 3.089 0.373
H 0.623 -2.777 2.477 0.337
C 4.232 0.842 1.258 -1.374
H 3.517 1.671 1.169 0.275
H 5.213 1.216 0.943 0.467
H 4.307 0.532 2.305 0.382
C 3.899 0.156 -1.138 -1.392
H 3.525 -0.572 -1.858 0.202
H 4.949 0.354 -1.396 0.505
H 3.352 1.097 -1.281 0.277
H -0.408 -0.636 1.714 0.197
H -1.361 -0.263 1.218 -0.195
C -0.035 2.833 3.713 -0.884
C -0.709 1.663 3.100 0.048
N -1.760 0.986 3.609 -0.065
O -0.152 1.489 2.005 -0.254
H -0.562 3.091 4.620 0.448
H -0.066 3.598 2.923 0.268
H 1.012 2.540 3.862 0.249
H -2.200 0.180 3.143 0.217
H -2.177 1.340 4.482 0.304
```

Calculated values
ΔE to the lowest compared entry with this formula, charge and spin (kcal/mol): 176.4
Charge: +4
HOMO-LUMO gap (alpha / beta) (eV): 5.63 / 5.61

***

Entry 2:
This record from the OMol25 dataset describes a structure of composition C22H49InN2OP3S. The level of theory is ωB97M-V with the def2-TZVPD basis set.

```
79
Properties=species:S:1:pos:R:3:mulliken_charge:R:1
In -0.445 0.265 -1.023 0.777
P 1.848 1.092 0.869 0.892
P -0.925 2.952 -1.512 0.804
P 1.988 -0.447 -2.237 0.923
H -1.313 -3.838 0.264 0.175
C -0.494 -4.543 0.425 -0.451
C 0.641 -4.181 1.039 -0.367
H 0.769 -3.151 1.398 0.041
C 1.402 1.559 2.585 -1.046
C 2.781 2.597 0.366 -1.356
C 3.208 -0.093 1.207 -1.280
C -2.456 2.635 -2.410 -1.203
C -1.406 3.780 0.022 -1.219
C 0.113 4.022 -2.524 -1.121
C 2.547 -2.134 -1.776 -1.116
C 3.594 0.449 -2.364 -1.321
C 1.613 -0.667 -4.012 -1.116
H -0.644 -5.566 0.055 0.292
H 1.488 -4.857 1.176 0.318
H 1.674 0.760 3.288 0.444
H 0.317 1.707 2.659 -0.224
H 1.905 2.485 2.895 0.533
H 2.090 3.337 -0.059 0.318
H 3.544 2.365 -0.386 0.377
H 3.269 3.048 1.241 0.503
H 2.836 -1.117 1.077 0.202
H 3.552 0.018 2.244 0.479
H 4.065 0.058 0.539 0.470
H -3.000 3.590 -2.516 0.590
H -3.104 1.924 -1.886 0.399
H -2.273 2.243 -3.417 0.452
H -1.841 4.760 -0.216 0.516
H -0.533 3.921 0.673 0.370
H -2.149 3.178 0.566 0.257
H -0.457 4.918 -2.814 0.449
H 0.419 3.472 -3.424 0.423
H 1.012 4.309 -1.964 0.386
H 2.930 -2.646 -2.670 0.508
H 1.705 -2.708 -1.368 0.063
H 3.340 -2.086 -1.019 0.431
H 4.117 0.138 -3.280 0.473
H 4.253 0.248 -1.510 0.401
H 3.415 1.529 -2.426 0.348
H 2.349 -1.353 -4.454 0.490
H 1.668 0.304 -4.521 0.398
H 0.608 -1.083 -4.145 0.119
C -1.848 -1.738 -2.794 -0.080
C -2.618 -0.912 -3.673 -0.208
C -2.828 -1.322 -4.988 -0.782
C -2.274 -2.530 -5.438 -0.492
C -1.471 -3.305 -4.601 -0.574
C -1.251 -2.933 -3.292 -0.006
O -1.648 -1.451 -1.516 -0.408
H 0.230 2.141 -0.908 0.026
H -3.027 0.029 -3.299 0.616
H -3.426 -0.710 -5.667 0.435
H -2.456 -2.878 -6.460 0.418
H -0.996 -4.218 -4.979 0.422
H -0.621 -3.497 -2.596 0.375
C -1.167 2.125 5.381 -1.001
C -2.148 1.248 4.631 -0.737
N -1.694 1.047 3.224 0.054
C -1.833 -0.159 2.605 0.164
S -2.320 -0.245 0.975 -0.141
N -1.625 -1.294 3.322 -0.128
C -0.474 -1.437 4.246 0.155
C -0.630 -2.725 5.039 -1.374
H -0.154 1.703 5.370 0.213
H -1.487 2.214 6.425 0.382
H -1.123 3.134 4.954 0.326
H -2.271 0.267 5.097 0.391
H -3.136 1.731 4.594 0.412
H -1.985 1.819 2.615 0.118
H -1.785 -2.137 2.761 0.370
H 0.471 -1.452 3.672 -0.012
H -0.440 -0.563 4.907 0.163
H -0.548 -3.607 4.391 0.331
H 0.158 -2.783 5.796 0.416
H -1.599 -2.753 5.550 0.358
```

Calculated values
ΔE to the lowest compared entry with this formula, charge and spin (kcal/mol): 75.5
Charge: +3
HOMO-LUMO gap (alpha / beta) (eV): 4.30 / 4.31

***

Entry 3:
This record from the OMol25 dataset describes a cluster of 4 separate species, C22H49N2O5 in total. The level of theory is ωB97M-V with the def2-TZVPD basis set.

```
78
Properties=species:S:1:pos:R:3:mulliken_charge:R:1
C 5.863 -2.071 1.009 -0.766
O 4.573 -1.813 0.499 -0.369
C 3.829 -0.936 1.327 -1.648
C 2.346 -1.027 1.016 1.090
C 1.614 -0.024 1.915 -2.425
C 0.121 -0.320 2.135 3.644
N -0.440 0.692 3.036 -0.692
C -0.167 1.930 3.061 0.724
C -0.289 2.878 1.878 -1.036
C 0.319 2.575 4.334 -1.578
C -0.596 -0.266 0.734 -1.701
C -1.308 -1.524 0.204 1.712
C -2.468 -1.045 -0.694 -2.050
C -0.401 -2.359 -0.705 -1.890
N -1.916 -2.288 1.316 0.562
O -2.995 -1.753 1.758 -0.651
C -0.993 -2.766 2.371 1.972
C -0.266 -4.066 1.929 -1.864
C -1.860 -3.171 3.579 -1.931
C 0.007 -1.683 2.871 -2.871
H 6.277 -2.924 0.476 0.276
H 6.521 -1.201 0.901 0.258
H 5.823 -2.332 2.072 0.339
H 4.201 0.090 1.223 0.536
H 3.952 -1.235 2.377 0.674
H 2.175 -0.765 -0.028 0.395
H 2.051 -2.055 1.224 -0.439
H 1.729 0.945 1.422 0.395
H 2.097 0.033 2.896 0.709
H 0.574 2.802 1.210 0.267
H -1.160 2.613 1.281 0.121
H -0.391 3.913 2.203 0.405
H 0.520 1.807 5.077 0.391
H 1.256 3.091 4.113 0.336
H -0.397 3.280 4.764 0.404
H 0.118 0.085 -0.013 0.404
H -1.355 0.506 0.802 0.468
H -2.036 -0.764 -1.657 0.334
H -3.117 -1.901 -0.888 0.530
H -3.028 -0.241 -0.231 0.348
H -0.032 -1.708 -1.497 0.535
H -0.992 -3.133 -1.200 0.275
H 0.437 -2.830 -0.200 0.385
H 0.788 -3.900 1.704 0.336
H -0.345 -4.841 2.685 0.550
H -0.714 -4.430 1.003 0.282
H -2.195 -2.302 4.139 0.389
H -1.240 -3.773 4.246 0.540
H -2.702 -3.787 3.270 0.434
H -0.265 -1.437 3.894 0.394
H 0.987 -2.156 2.948 0.465
C -3.673 3.438 -1.752 -0.775
C -2.163 3.332 -1.833 -0.335
O -1.694 2.085 -1.324 -0.271
H -4.007 3.326 -0.719 0.311
H -4.019 4.400 -2.133 0.381
H -4.141 2.651 -2.342 -0.028
H -1.687 4.107 -1.233 0.305
H -1.831 3.449 -2.870 0.296
H -2.093 1.384 -1.850 0.120
C 5.907 0.081 -2.960 -0.980
C 5.877 1.106 -1.841 -0.218
O 4.678 1.020 -1.080 -0.442
H 5.051 0.218 -3.621 0.258
H 6.822 0.167 -3.547 0.361
H 5.851 -0.932 -2.553 0.274
H 5.914 2.117 -2.244 0.280
H 6.741 0.969 -1.180 0.246
H 4.636 0.131 -0.707 0.235
C -5.708 0.878 -5.874 -1.099
C -5.814 1.869 -4.730 -0.116
O -4.776 2.845 -4.770 -0.487
H -4.742 0.373 -5.849 0.291
H -6.497 0.128 -5.817 0.324
H -5.788 1.389 -6.836 0.330
H -5.718 1.360 -3.772 0.258
H -6.787 2.372 -4.752 0.241
H -4.849 3.320 -5.604 0.272
```

Calculated values
Multiplicity: 2
HOMO-LUMO gap (alpha / beta) (eV): 8.45 / 8.44